A single C4H9NS molecule. Source: the OMol25 dataset; level of theory: ωB97M-V/def2-TZVPD.

```
15
Properties=species:S:1:pos:R:3:nbo_charge:R:1
C -1.22001 -1.28945 0.35004 -0.609
C -0.67248 0.01262 0.73420 -0.491
C 0.41898 0.50135 -0.14206 0.290
C 0.18551 1.72662 -0.98771 -0.650
N 1.58876 -0.02423 -0.27750 -0.569
S 1.95488 -1.42087 0.62378 0.139
H -1.48757 -1.27065 -0.71362 0.207
H -2.13578 -1.61524 0.85281 0.219
H -0.46845 -2.07052 0.52127 0.223
H -0.26252 -0.00602 1.74755 0.228
H -1.45095 0.81507 0.74417 0.214
H -0.68446 1.60189 -1.62870 0.220
H 1.10295 1.97115 -1.55663 0.238
H -0.02731 2.58765 -0.30299 0.217
H 3.15844 -1.51937 0.03537 0.124
```

## Properties
HOMO level = -0.317 Ha
maximum force = 2.705 eV/A
Kohn-Sham gap = 0.3519 Eh
energy relative to the best compared isomer or geometry (same formula, charge and spin) = 21.47 kcal/mol
E_tot = -610.7195 Ha
structure (SMILES) = CC/C(C)=N\S



A 2-piece molecular cluster, C4H9NS overall. Source: the OMol25 dataset; level of theory: ωB97M-V/def2-TZVPD.

```
15
Properties=species:S:1:pos:R:3:nbo_charge:R:1
C -2.61836 -0.00461 -0.03315 -0.283
C -5.01680 0.40716 -0.21949 -0.016
C 1.16987 -0.40419 0.61619 -0.738
C 3.58247 0.12143 -0.62736 -0.737
N -3.84248 0.30059 0.00561 -0.275
S 2.22858 1.01079 0.19969 0.165
H -1.91544 0.65840 -0.50767 0.199
H -5.71722 0.94600 0.38755 0.181
H 0.35605 -0.03141 1.22951 0.228
H 0.77408 -0.83356 -0.29998 0.209
H 1.74252 -1.14252 1.17089 0.214
H 4.38887 -0.06855 0.07509 0.215
H 3.19586 -0.81205 -1.02174 0.216
H 3.94258 0.74813 -1.43633 0.227
H -2.27057 -0.89560 0.46120 0.195
```

## Properties
HOMO level = -0.296 Ha
maximum force = 1.090 eV/A
Kohn-Sham gap = 0.3298 Eh
energy relative to the best compared isomer or geometry (same formula, charge and spin) = 76.58 kcal/mol
E_tot = -610.6316 Ha



A 2-piece molecular cluster, C4H9NS overall. Source: the OMol25 dataset; level of theory: ωB97M-V/def2-TZVPD.

```
15
Properties=species:S:1:pos:R:3:nbo_charge:R:1
C -0.17350 -0.51247 -1.15199 -0.546
C -0.63758 0.27953 -0.18836 0.220
C -1.61144 -0.08381 0.97094 -0.651
N -0.29056 1.63472 -0.09658 -0.837
H -0.34756 -1.56138 -1.12742 0.212
H 0.35637 -0.03451 -1.96489 0.202
H -1.95395 -1.15185 0.84092 0.226
H -1.26853 0.17934 1.92751 0.220
H -2.56865 0.50341 0.73920 0.219
H 0.01438 2.24590 -0.87220 0.395
H -0.75207 2.18661 0.63708 0.379
C 2.23608 -1.04295 0.03350 -0.472
S 3.01624 0.17923 0.64643 0.049
H 1.95200 -0.92908 -0.99544 0.200
H 2.02877 -1.89268 0.60131 0.184
```

## Properties
HOMO level = -0.295 Ha
maximum force = 4.063 eV/A
Kohn-Sham gap = 0.3078 Eh
energy relative to the best compared isomer or geometry (same formula, charge and spin) = 53.16 kcal/mol
E_tot = -610.6690 Ha
structure (SMILES) = C=C(C)N.C=S



HOMO level of number 1 (C4H9NS)?
-0.317 Ha



What is the formula in the second record?
C4H9NS